Density functional theory data (ωB97M-V/def2-TZVPD) for C5H9NS2 in the gas phase.

The geometry in XYZ format:
```
17
Properties=species:S:1:pos:R:3:lowdin_charge:R:1
H -0.55829 -1.56136 0.21626 0.10
C -1.29375 0.25455 1.35952 -0.41
H -1.57618 1.13951 1.92871 0.07
C -1.01978 -0.28018 -1.37438 -0.40
H -0.57839 0.56717 -1.85896 0.02
C -0.12353 -0.80387 -0.37866 -0.36
S 0.63192 1.86518 -0.17940 0.79
N 2.46274 -0.37327 -0.22969 0.02
S -2.33184 0.30181 -0.14214 0.82
H -1.62256 -0.87375 -2.11217 0.10
C 0.16428 0.29093 0.73006 -0.56
H 2.99921 -0.00952 0.51400 0.06
H -0.63331 2.11747 -0.54064 -0.14
C 1.19489 -0.71288 0.31232 -0.38
H 1.38471 -1.65322 0.89140 0.16
H -1.32270 -0.69338 1.80352 0.05
H 2.22257 0.42482 -0.93974 0.07
```

Results
HOMO-LUMO gap	9.2	eV
relative energy (zero: lowest compared OMol25 entry of this formula, charge and spin)	86.5	kcal per mole
energy	-28487.883	eV

Density functional theory data (ωB97M-V/def2-TZVPD) for C6H11N in the gas phase.

The geometry in XYZ format:
```
18
Properties=species:S:1:pos:R:3:lowdin_charge:R:1
C -0.11214 0.57854 0.52509 -0.22
C 1.93233 0.58320 -0.91358 -0.18
H -2.88991 0.93568 0.22156 0.11
C 1.01471 -0.07206 -0.21951 -0.12
H 0.21696 0.92537 1.50960 0.12
H 1.08455 -1.15894 -0.15874 0.11
C -3.49025 -0.70465 1.28862 -0.03
H -3.24347 -1.59633 1.85748 0.04
C 3.13943 -0.02127 -1.55662 -0.11
H -4.51972 -0.39921 1.29758 0.03
H -1.01435 -1.27229 0.89835 0.12
H 3.38440 0.46757 -2.49837 0.07
C -2.54894 0.03627 0.72024 -0.26
H 2.94843 -1.05702 -1.81362 0.07
H 3.97971 -0.04522 -0.85798 0.08
N -1.23250 -0.32189 0.64696 -0.06
H -0.45066 1.45441 -0.04566 0.12
H 1.80143 1.66786 -0.90140 0.11
```

Results
HOMO-LUMO gap	9.0	eV
relative energy (zero: lowest compared OMol25 entry of this formula, charge and spin)	36.7	kcal per mole
energy	-7888.942	eV

Density functional theory data (ωB97M-V/def2-TZVPD) for a 4-piece molecular cluster, C24H50Cl2O7PS overall.

The geometry in XYZ format:
```
85
Properties=species:S:1:pos:R:3:lowdin_charge:R:1
H 2.44475 0.98814 1.89347 0.10
H 0.95142 -0.57874 -5.27210 0.11
H 4.04632 -1.35683 5.10690 0.12
H 5.27172 1.98991 3.78205 0.10
H 1.42343 3.20969 4.43916 0.12
O 2.93761 2.43708 3.27017 -0.16
C 2.56268 2.07096 1.93459 -0.19
C 2.70642 -1.74819 0.34985 -0.04
H -6.16776 1.38616 1.05763 0.06
H 2.82087 4.27672 4.18460 0.11
H 6.92898 1.36087 3.73520 0.11
C 1.47074 4.09984 2.45916 -0.16
H 0.68713 -0.74170 1.45545 0.07
H -5.76032 -2.56813 -1.19969 0.11
H 1.88118 -3.37497 1.46083 0.13
H 5.10461 0.68062 1.80645 0.11
C 2.15889 3.55242 3.70345 -0.20
H -5.24383 2.43082 -0.04223 0.07
Cl -3.26752 2.80410 2.51814 0.52
C -3.18210 0.91042 0.46491 -0.77
O 0.94373 -3.26984 -0.36836 -0.04
H 0.56552 1.04216 -8.40538 0.11
H -6.83038 -0.86456 -0.31093 0.08
H -1.55830 -0.09219 -8.57190 0.11
S -1.76807 -0.10248 3.08992 0.39
H -4.82384 -3.30528 0.80162 0.11
H -0.79295 -1.68353 -8.48315 0.11
H -4.10890 -1.30545 1.94909 0.05
C -3.40888 -1.80894 1.29088 -0.30
O 1.44802 -0.44310 -7.27796 -0.14
H 1.07383 -0.40338 -9.29876 0.11
H 6.30544 -0.47950 5.25623 0.11
H -1.99508 -2.13954 -1.20612 0.08
O 4.31405 -0.57518 3.22339 -0.16
C 0.41945 -1.80268 1.50226 -0.30
C -0.75300 -0.65906 -8.10568 -0.18
H -4.29979 0.74633 2.26495 0.04
H 5.41234 0.87704 5.95847 0.11
H 0.79640 -2.07975 -6.19583 0.12
C 1.51509 -2.61869 0.76211 -0.39
C -5.17058 -1.84446 -0.63262 -0.27
H 3.27016 -2.21817 -0.45628 0.07
C -0.64584 -0.63763 -1.70419 -0.35
H 0.41822 2.26770 1.98938 0.10
C 0.62093 -0.05260 -8.36910 -0.22
H 1.14405 3.01202 0.56746 0.11
H -3.85614 0.65149 -0.34233 0.03
H -2.74345 -0.56637 -1.64435 0.06
H -3.55500 -3.21018 -0.37076 0.10
C 5.42754 0.14649 2.70176 -0.21
H 0.53813 4.61186 2.68916 0.11
H -1.51179 0.91196 -2.95473 0.09
H 2.12924 4.80075 1.93824 0.11
O -0.85316 -2.00646 1.00579 -0.38
H -1.50631 -1.36852 -6.15353 0.11
H 3.37354 -1.61611 1.19756 0.06
C -5.37425 2.11815 0.99008 -0.14
H 0.47097 -2.06893 2.56279 0.10
Cl -2.19707 2.20678 -0.31793 0.56
C -4.07712 1.52732 1.55281 -0.82
H 0.34806 0.98824 -2.80626 0.10
O -0.47498 -0.93630 -3.09505 -0.08
O -6.04080 -1.07348 0.19582 -0.08
C 1.27991 2.82822 1.63125 -0.16
H 2.37399 -0.77666 -0.00417 0.07
H -5.67939 2.99046 1.55806 0.05
H -4.66374 -1.20264 -1.35117 0.09
H -2.02846 -1.28919 3.64286 -0.23
C -4.20235 -2.59597 0.24653 -0.22
C -0.57593 0.43976 -2.69500 -0.15
C -0.80012 -0.65790 -6.57692 -0.17
H -1.05563 0.33585 -6.20418 0.11
C 4.22523 -0.38911 4.63538 -0.20
C -1.95852 -1.06195 -1.07530 -0.21
H 1.63593 -3.80819 -0.76303 0.08
C 5.53384 0.27014 5.06209 -0.16
H 3.37710 0.26820 4.84468 0.11
P -1.98073 -0.64167 0.81190 0.50
H 3.36988 2.36400 1.25042 0.12
H 0.22335 -0.78445 -1.09495 0.11
H -2.91462 -2.55135 1.90802 0.06
C 5.87658 1.08502 3.81328 -0.17
H -0.86066 0.22715 0.64363 -0.02
H 6.21953 -0.55815 2.41726 0.12
C 0.64058 -0.99670 -6.22720 -0.19
```

Results
HOMO-LUMO gap	7.3	eV
charge	-1
energy	-85198.396	eV

Density functional theory data (ωB97M-V/def2-TZVPD) for a 2-piece molecular cluster, C5H13NO2 overall.

The geometry in XYZ format:
```
21
Properties=species:S:1:pos:R:3:lowdin_charge:R:1
H -0.57360 1.87736 -0.85881 0.13
H -1.61204 0.99641 2.77070 0.08
H 0.29549 -0.71742 -2.11870 0.05
H 1.58648 -1.69449 -0.48119 0.10
H -2.75528 -0.79387 0.57958 0.12
C -1.90337 -0.31092 1.05375 -0.14
H -2.33884 -0.54699 3.20903 0.07
C -2.30884 0.22497 2.43920 -0.08
N 1.23993 -0.96770 -2.33511 -0.01
H 1.59999 -0.50226 -3.14470 0.06
H -3.29184 0.67540 2.38923 0.08
H 3.45329 0.64726 -1.15121 0.07
O -0.50404 1.33854 -0.05186 0.08
C -1.77158 0.93135 0.20943 -0.56
H -1.00844 -0.92892 1.05401 0.11
H 1.79960 0.85095 -0.49864 0.04
C 2.65107 0.17608 -0.57535 -0.11
H 2.99954 -1.73795 -1.47914 0.10
H 3.02351 0.08068 0.44704 0.07
O -2.72311 1.51388 -0.23378 0.11
C 2.14210 -1.11234 -1.22349 -0.35
```

Results
HOMO-LUMO gap	9.7	eV
relative energy (zero: lowest compared OMol25 entry of this formula, charge and spin)	20.6	kcal per mole
energy	-10980.987	eV

What is the formula in the second record?
C6H11N

What is the energy in the first record?
-28487.883 eV